(1)
# C3H9N2O

A 2-piece molecular cluster, C3H9N2O overall in a non-equilibrium geometry (wB97M-V/def2-TZVPD, the OMol25 dataset).

net charge	+1
orbital gap (alpha / beta)	0.327 / 0.327	Ha
largest force on an atom	0.082	hartree/bohr

Each line ends with the natural charge from an NBO analysis.
Atoms and positions in Å:
1 C -0.359 -0.817 -0.132  0.54
2 C 0.482 -1.812 0.437  -0.78
3 C 0.136 2.102 -0.508  -0.47
4 N 0.721 0.786 -0.772  -0.01
5 N -1.608 -0.866 -0.437  -0.69
6 O 1.968 0.502 -0.448  -0.47
7 H 0.258 -1.793 1.509  0.30
8 H 1.639 -1.655 0.312  0.29
9 H 0.308 -2.792 0.119  0.27
10 H 0.599 2.623 -1.343  0.27
11 H -0.950 1.931 -0.864  0.22
12 H 0.090 2.488 0.521  0.22
13 H -2.149 -1.664 -0.601  0.42
14 H -2.289 -0.125 -0.395  0.43
15 H 2.204 0.728 0.529  0.46

(2)
# C22H29N5O3Ru

C22H29N5O3Ru as an isolated structure (wB97M-V/def2-TZVPD, the OMol25 dataset).

net charge	+1
orbital gap (alpha / beta)	0.295 / 0.231	Ha
largest force on an atom	0.018	hartree/bohr
spin multiplicity	6

Each line ends with the Mulliken spin population.
Atoms and positions in Å:
1 Ru -0.096 0.080 0.056  3.98
2 C 1.227 -2.385 1.701  0.00
3 N 0.204 -1.355 1.952  0.07
4 C -1.091 -1.997 2.362  -0.01
5 C -2.288 -1.744 1.450  0.05
6 C -2.128 -2.231 0.005  -0.02
7 N -1.679 -1.136 -0.861  0.09
8 C -2.122 -1.050 -2.058  0.04
9 C -1.748 -0.079 -3.059  -0.03
10 C -2.382 -0.208 -4.311  0.00
11 C -2.105 0.637 -5.356  0.01
12 C -1.168 1.657 -5.157  0.00
13 C -0.532 1.812 -3.947  0.03
14 C -0.800 0.955 -2.862  0.03
15 O -0.163 1.164 -1.732  0.20
16 C 0.640 -0.440 3.045  0.00
17 C 1.996 0.250 2.879  0.00
18 C 2.207 1.002 1.560  0.00
19 N 0.952 1.600 1.124  0.11
20 C 0.787 2.870 0.951  0.05
21 C -0.461 3.454 0.607  0.00
22 C -0.511 4.856 0.414  -0.01
23 C -1.687 5.492 0.141  0.02
24 C -2.867 4.725 0.067  0.00
25 C -2.857 3.369 0.256  0.03
26 C -1.652 2.677 0.524  0.04
27 O -1.689 1.387 0.698  0.20
28 H 1.501 -2.896 2.630  0.01
29 H 2.117 -1.943 1.259  0.01
30 H 0.839 -3.117 0.996  0.00
31 H -1.342 -1.635 3.360  0.00
32 H -0.916 -3.071 2.456  0.00
33 H -2.536 -0.679 1.443  -0.02
34 H -3.143 -2.248 1.904  0.00
35 H -3.059 -2.656 -0.377  0.01
36 H -1.372 -3.022 -0.044  0.00
37 H -2.862 -1.790 -2.377  0.02
38 H -3.108 -1.002 -4.438  0.00
39 H -2.606 0.525 -6.307  0.00
40 H -0.944 2.344 -5.964  0.00
41 H 0.172 2.618 -3.783  0.00
42 H 0.669 -1.014 3.979  0.01
43 H -0.143 0.312 3.145  0.00
44 H 2.815 -0.460 3.010  0.00
45 H 2.063 0.952 3.712  0.00
46 H 2.533 0.289 0.792  -0.01
47 H 3.015 1.734 1.650  0.01
48 H 1.644 3.533 1.103  0.01
49 H 0.412 5.419 0.489  0.00
50 H -1.719 6.562 -0.008  0.00
51 H -3.806 5.221 -0.142  0.00
52 H -3.766 2.785 0.200  0.00
53 N 1.869 -2.232 -3.058  0.01
54 C 1.814 -1.118 -2.304  0.01
55 N 2.221 0.042 -2.855  0.00
56 O 1.435 -1.196 -1.113  0.06
57 H 2.241 -2.236 -3.991  0.00
58 H 1.671 -3.109 -2.613  0.00
59 H 2.331 0.095 -3.855  0.00
60 H 1.845 0.873 -2.421  0.00

(3)
# C5H10O

C5H10O as an isolated structure (wB97M-V/def2-TZVPD, the OMol25 dataset).

orbital gap	0.388	Ha
largest force on an atom	0.011	hartree/bohr

Each line ends with the natural charge from an NBO analysis.
Atoms and positions in Å:
1 C -1.042 -1.152 -0.313  -0.63
2 C -0.250 0.130 -0.132  0.26
3 C -1.096 1.367 0.046  -0.62
4 C 0.893 -0.096 0.867  -0.45
5 C 1.748 -0.212 -0.391  -0.06
6 O 0.706 0.335 -1.205  -0.54
7 H -1.753 -1.086 -1.141  0.22
8 H -1.574 -1.359 0.623  0.21
9 H -0.354 -1.985 -0.499  0.21
10 H -1.801 1.475 -0.787  0.22
11 H -0.443 2.246 0.057  0.22
12 H -1.647 1.313 0.990  0.21
13 H 0.836 -0.956 1.541  0.21
14 H 1.141 0.815 1.411  0.21
15 H 1.978 -1.229 -0.726  0.17
16 H 2.658 0.394 -0.342  0.18

(4)
# C35H47N3O3Ru

C35H47N3O3Ru as an isolated structure in a non-equilibrium geometry (wB97M-V/def2-TZVPD, the OMol25 dataset).

net charge	+2
orbital gap (alpha / beta)	0.163 / 0.164	Ha
largest force on an atom	0.056	hartree/bohr

Each line ends with the Löwdin charge.
Atoms and positions in Å:
1 Ru 0.137 0.085 0.050  1.42
2 C 0.329 -4.978 2.175  -0.05
3 C 0.522 -4.627 0.693  -0.38
4 C 0.911 -5.879 -0.106  -0.04
5 C -0.721 -4.025 0.101  -0.11
6 C -1.891 -4.775 0.099  0.00
7 C -3.080 -4.264 -0.378  -0.02
8 C -3.126 -2.975 -0.910  -0.01
9 C -2.005 -2.177 -0.931  -0.16
10 C -2.023 -0.821 -1.613  -0.36
11 C -3.400 -0.177 -1.715  -0.03
12 C -1.357 -0.905 -2.990  -0.02
13 C -0.772 -2.700 -0.419  -0.17
14 N 0.334 -1.874 -0.485  -0.03
15 C 1.484 -2.222 -1.151  -0.44
16 O 1.697 -3.283 -1.690  0.15
17 C 2.412 -1.034 -1.272  -0.14
18 C 3.714 -1.056 -1.762  0.07
19 C 4.390 0.153 -1.884  0.03
20 C 3.758 1.350 -1.559  0.07
21 C 2.448 1.297 -1.096  -0.14
22 N 1.839 0.123 -0.960  0.02
23 C 1.591 2.480 -0.702  -0.43
24 O 1.989 3.620 -0.684  0.16
25 N 0.354 2.045 -0.295  0.02
26 C -0.756 2.827 -0.124  -0.14
27 C -1.123 3.834 -1.071  -0.09
28 C -2.200 4.654 -0.759  0.01
29 C -2.960 4.448 0.375  0.02
30 C -2.671 3.385 1.232  0.00
31 C -1.588 2.562 1.004  -0.12
32 C -1.259 1.456 2.001  -0.40
33 C -1.066 2.015 3.411  -0.03
34 C -2.318 0.338 2.034  -0.03
35 C -0.455 3.968 -2.410  -0.37
36 C 0.279 5.313 -2.517  -0.03
37 C -1.481 3.849 -3.547  -0.04
38 H 1.266 -5.349 2.584  0.08
39 H 0.029 -4.099 2.742  0.07
40 H -0.422 -5.750 2.307  0.08
41 H 1.350 -3.918 0.635  0.10
42 H 0.123 -6.625 -0.109  0.08
43 H 1.134 -5.605 -1.134  0.08
44 H 1.796 -6.325 0.340  0.09
45 H -1.870 -5.777 0.497  0.12
46 H -3.976 -4.866 -0.353  0.12
47 H -4.053 -2.621 -1.330  0.12
48 H -1.380 -0.101 -0.980  0.06
49 H -3.996 -0.656 -2.487  0.11
50 H -3.942 -0.231 -0.773  0.09
51 H -3.296 0.870 -1.992  0.08
52 H -1.975 -1.502 -3.656  0.11
53 H -1.248 0.088 -3.423  0.08
54 H -0.373 -1.373 -2.940  0.08
55 H 4.175 -1.996 -2.026  0.15
56 H 5.409 0.165 -2.240  0.14
57 H 4.257 2.303 -1.652  0.14
58 H -2.460 5.456 -1.431  0.13
59 H -3.796 5.095 0.592  0.13
60 H -3.293 3.223 2.097  0.13
61 H -0.273 0.982 1.701  0.05
62 H -2.028 2.272 3.852  0.10
63 H -0.602 1.273 4.057  0.09
64 H -0.445 2.907 3.406  0.09
65 H -3.318 0.757 2.135  0.10
66 H -2.301 -0.288 1.129  0.05
67 H -2.142 -0.305 2.895  0.10
68 H 0.271 3.159 -2.549  0.12
69 H -0.405 6.145 -2.383  0.09
70 H 1.057 5.372 -1.759  0.07
71 H 0.737 5.398 -3.499  0.09
72 H -2.235 4.628 -3.491  0.08
73 H -0.972 3.943 -4.502  0.09
74 H -1.982 2.883 -3.515  0.07
75 C 2.707 2.282 2.344  -0.03
76 C 2.801 0.822 2.745  -0.22
77 O 1.903 -0.008 1.987  -0.24
78 C 1.811 -1.331 2.521  -0.25
79 C 3.025 -2.196 2.216  -0.03
80 H 3.232 2.876 3.087  0.10
81 H 1.675 2.625 2.313  0.07
82 H 3.176 2.462 1.381  0.06
83 H 2.540 0.712 3.805  0.13
84 H 3.829 0.470 2.602  0.13
85 H 0.905 -1.764 2.067  0.09
86 H 1.659 -1.271 3.607  0.13
87 H 3.199 -2.252 1.143  0.07
88 H 2.866 -3.197 2.603  0.09
89 H 3.918 -1.796 2.686  0.08

(5)
# C44H36F16GeN4O2PS4Sc

C44H36F16GeN4O2PS4Sc as an isolated structure (wB97M-V/def2-TZVPD, the OMol25 dataset).

orbital gap	0.249	Ha
largest force on an atom	0.013	hartree/bohr

Each line ends with the Löwdin charge.
Atoms and positions in Å:
1 Sc -0.774 0.702 0.005  0.49
2 N -2.501 0.920 1.688  0.06
3 C -2.973 -0.344 2.172  -0.23
4 C -3.478 -0.525 3.419  0.00
5 C -3.888 -1.813 3.851  -0.06
6 C -3.800 -2.879 3.012  -0.02
7 C -3.270 -2.709 1.706  -0.14
8 C -3.120 -3.774 0.785  0.01
9 C -2.573 -3.534 -0.435  -0.02
10 C -2.132 -2.230 -0.737  -0.21
11 N -2.264 -1.212 0.082  -0.02
12 C -2.844 -1.442 1.296  -0.21
13 H -3.126 1.308 0.979  0.06
14 H -2.423 1.595 2.438  0.11
15 H -3.561 0.322 4.091  0.12
16 H -4.283 -1.938 4.852  0.11
17 H -4.117 -3.866 3.331  0.12
18 H -3.430 -4.773 1.074  0.13
19 H -2.426 -4.322 -1.159  0.12
20 H -1.635 -2.041 -1.678  0.05
21 F 5.538 3.189 -2.173  0.03
22 C 4.432 2.843 -1.462  -0.30
23 C 4.290 1.545 -1.035  -0.01
24 C 3.141 1.205 -0.325  -0.06
25 C 2.145 2.133 -0.022  -0.30
26 C 1.018 1.746 0.883  -0.28
27 C 2.321 3.425 -0.516  -0.04
28 C 3.465 3.792 -1.224  -0.02
29 H 5.070 0.816 -1.240  0.12
30 H 3.017 0.191 0.025  0.06
31 H 0.648 2.625 1.411  0.03
32 H 1.379 1.043 1.628  0.00
33 H 1.567 4.179 -0.310  0.10
34 H 3.610 4.806 -1.581  0.12
35 C -5.501 0.300 -0.734  -0.03
36 C -4.662 0.795 -1.884  -0.45
37 C -4.300 -0.255 -2.904  -0.04
38 O -3.416 1.325 -1.301  -0.41
39 P -3.002 2.836 -1.685  -0.12
40 S -2.831 3.140 -3.593  0.35
41 S -1.441 3.182 -0.455  0.39
42 O -4.291 3.628 -1.171  -0.33
43 C -4.302 4.848 -0.400  -0.49
44 C -4.475 4.497 1.060  -0.05
45 C -5.428 5.685 -0.961  -0.04
46 H -6.431 -0.132 -1.110  0.09
47 H -5.755 1.120 -0.057  0.08
48 H -4.974 -0.477 -0.171  0.07
49 H -5.177 1.614 -2.377  0.12
50 H -3.799 -1.104 -2.433  0.06
51 H -3.641 0.166 -3.665  0.06
52 H -5.210 -0.623 -3.387  0.09
53 H -3.351 5.360 -0.551  0.12
54 H -5.337 3.834 1.178  0.09
55 H -4.655 5.401 1.650  0.09
56 H -3.583 4.002 1.453  0.05
57 H -6.379 5.154 -0.864  0.09
58 H -5.260 5.900 -2.017  0.09
59 H -5.504 6.631 -0.417  0.09
60 S -0.494 0.108 -2.500  0.67
61 C 0.587 1.024 -3.509  -0.72
62 N 0.093 2.048 -4.179  0.01
63 C 0.805 2.732 -5.257  -0.15
64 C 2.289 2.681 -4.969  -0.16
65 C 2.715 1.249 -4.721  -0.14
66 N 1.835 0.639 -3.717  0.06
67 H -0.879 2.283 -3.956  -0.05
68 H 0.442 3.756 -5.307  0.13
69 H 0.572 2.248 -6.209  0.13
70 H 2.490 3.269 -4.078  0.11
71 H 2.858 3.105 -5.794  0.12
72 H 3.734 1.206 -4.343  0.12
73 H 2.666 0.665 -5.641  0.12
74 H 2.151 -0.138 -3.157  0.12
75 F 3.269 -1.505 -1.183  0.06
76 C 3.453 -2.824 -0.982  -0.23
77 C 3.164 -3.415 0.240  -0.12
78 C 3.435 -4.767 0.330  -0.20
79 F 3.203 -5.466 1.451  0.10
80 C 3.954 -5.494 -0.727  -0.14
81 F 4.197 -6.800 -0.605  0.13
82 C 4.218 -4.862 -1.921  -0.13
83 F 4.717 -5.550 -2.947  0.14
84 C 3.970 -3.511 -2.053  -0.14
85 F 4.237 -2.888 -3.206  0.12
86 Ge 2.295 -2.296 1.599  0.67
87 S 0.523 -1.559 0.687  0.38
88 C 1.853 -3.421 3.145  -0.12
89 C 2.370 -3.303 4.423  -0.21
90 F 3.357 -2.443 4.717  0.10
91 C 1.914 -4.056 5.489  -0.14
92 F 2.437 -3.901 6.707  0.13
93 C 0.913 -4.978 5.290  -0.13
94 F 0.466 -5.712 6.308  0.13
95 C 0.382 -5.150 4.029  -0.14
96 F -0.575 -6.062 3.830  0.12
97 C 0.860 -4.384 2.988  -0.24
98 F 0.324 -4.648 1.789  0.08
99 C 3.535 -0.916 2.181  -0.15
100 C 4.822 -0.687 1.729  -0.22
101 F 5.417 -1.476 0.818  0.10
102 C 5.575 0.389 2.156  -0.15
103 F 6.806 0.589 1.685  0.13
104 C 5.044 1.273 3.068  -0.12
105 F 5.759 2.317 3.480  0.14
106 C 3.771 1.074 3.561  -0.14
107 F 3.266 1.922 4.456  0.13
108 C 3.053 -0.010 3.115  -0.26
109 F 1.829 -0.168 3.651  0.08

(6)
# C41H41MnNO10P2SSi

C41H41MnNO10P2SSi as an isolated structure in a non-equilibrium geometry (wB97M-V/def2-TZVPD, the OMol25 dataset).

net charge	-2
orbital gap (alpha / beta)	0.207 / 0.213	Ha
largest force on an atom	0.068	hartree/bohr
spin multiplicity	6

Each line ends with the Mulliken spin population.
Atoms and positions in Å:
1 Mn 0.381 0.108 -0.249  4.67
2 C -1.172 0.794 -4.449  0.00
3 Si -0.425 1.590 -2.857  0.00
4 C -0.624 3.509 -2.914  0.00
5 C 1.446 1.260 -3.018  0.06
6 N -1.129 0.990 -1.380  0.13
7 C -2.429 1.119 -1.060  -0.02
8 C -3.420 1.640 -1.922  0.01
9 C -4.752 1.706 -1.577  0.00
10 C -5.183 1.240 -0.345  0.01
11 C -4.239 0.763 0.551  -0.01
12 C -2.895 0.744 0.229  0.10
13 O -1.944 0.320 1.159  -0.14
14 C -2.243 0.585 2.463  -0.01
15 C -2.843 1.778 2.879  0.01
16 C -3.210 1.954 4.203  0.00
17 C -2.984 0.958 5.139  0.00
18 C -2.323 -0.196 4.746  0.00
19 C -1.952 -0.378 3.425  0.01
20 H -0.736 1.230 -5.345  0.00
21 H -2.250 0.892 -4.525  0.00
22 H -0.938 -0.267 -4.450  0.00
23 H -0.222 3.938 -3.827  0.00
24 H -0.081 3.938 -2.077  0.00
25 H -1.658 3.824 -2.819  0.00
26 H 1.793 1.407 -4.038  0.00
27 H 1.678 0.233 -2.742  -0.01
28 H 2.025 1.922 -2.380  -0.01
29 H -3.108 2.016 -2.882  0.00
30 H -5.463 2.128 -2.279  0.00
31 H -6.229 1.261 -0.076  0.00
32 H -4.556 0.411 1.524  0.00
33 H -3.039 2.555 2.157  0.00
34 H -3.686 2.877 4.509  0.00
35 H -3.308 1.082 6.165  0.00
36 H -2.108 -0.968 5.474  0.00
37 H -1.432 -1.265 3.112  -0.01
38 O 5.369 3.560 -0.238  0.02
39 C 4.392 2.829 -0.045  0.00
40 C 4.380 1.351 -0.049  0.01
41 O 5.366 0.598 -0.076  0.01
42 C 2.951 0.981 0.014  0.06
43 C 2.153 2.151 0.201  -0.01
44 O 0.859 1.969 0.271  0.05
45 C 2.978 3.328 0.232  0.01
46 O 2.670 4.502 0.474  0.01
47 O 2.338 -0.125 -0.082  0.03
48 O 0.973 -2.849 -3.450  0.00
49 S 1.083 -2.653 -2.015  -0.01
50 O 2.432 -2.643 -1.502  0.00
51 O 0.250 -1.493 -1.572  -0.05
52 C 0.341 -4.096 -1.246  0.02
53 C 0.483 -5.315 -1.872  0.00
54 C 0.026 -6.479 -1.265  0.00
55 C -0.566 -6.395 -0.002  0.00
56 C -0.676 -5.181 0.634  -0.01
57 C -0.218 -4.001 0.025  0.04
58 P -0.398 -2.398 0.906  0.13
59 C -2.226 -2.600 0.942  -0.06
60 C -3.084 -3.024 1.954  0.00
61 C -4.448 -3.105 1.731  0.00
62 C -4.985 -2.772 0.501  0.00
63 C -4.139 -2.348 -0.521  0.01
64 C -2.784 -2.264 -0.298  0.03
65 C 0.525 -3.007 2.375  -0.02
66 C 0.110 -3.576 3.577  0.00
67 C 1.040 -4.006 4.510  0.00
68 C 2.395 -3.867 4.275  0.00
69 C 2.824 -3.289 3.080  0.00
70 C 1.901 -2.869 2.149  0.00
71 H 0.950 -5.339 -2.846  0.00
72 H 0.126 -7.439 -1.754  0.00
73 H -0.926 -7.294 0.485  0.00
74 H -1.124 -5.127 1.618  0.00
75 H -2.706 -3.277 2.931  0.00
76 H -5.101 -3.424 2.535  0.00
77 H -6.053 -2.824 0.339  0.00
78 H -4.551 -2.063 -1.479  0.00
79 H -2.120 -1.914 -1.081  -0.01
80 H -0.938 -3.694 3.804  0.00
81 H 0.701 -4.458 5.435  0.00
82 H 3.115 -4.199 5.012  0.00
83 H 3.882 -3.171 2.890  0.00
84 H 2.233 -2.420 1.219  0.01
85 C 1.180 -0.022 5.040  0.00
86 P 1.463 0.735 3.382  0.02
87 C 3.289 0.781 3.239  0.00
88 C 0.891 2.465 3.563  0.00
89 O 0.763 -0.011 2.318  -0.08
90 H 1.773 0.462 5.810  0.00
91 H 1.436 -1.077 4.985  0.00
92 H 0.124 0.067 5.279  0.00
93 H 3.735 1.055 4.192  0.00
94 H 3.586 1.497 2.475  0.00
95 H 3.637 -0.202 2.929  0.00
96 H 1.427 2.974 4.360  0.00
97 H -0.176 2.446 3.777  0.00
98 H 1.044 2.978 2.616  0.00

(7)
# C9H21N2O2

A 2-piece molecular cluster, C9H21N2O2 overall in a non-equilibrium geometry (wB97M-V/def2-TZVPD, the OMol25 dataset).

net charge	+1
orbital gap (alpha / beta)	0.354 / 0.277	Ha
largest force on an atom	0.038	hartree/bohr
spin multiplicity	3

Each line ends with the Mulliken spin population.
Atoms and positions in Å:
1 C 1.736 1.881 0.112  -0.01
2 C -2.213 -0.440 -1.066  0.00
3 C -2.966 0.452 1.161  0.18
4 C -2.134 2.045 -0.609  0.06
5 C 1.052 -1.837 -0.078  0.01
6 C 2.293 -0.515 1.509  0.02
7 C 3.113 -0.763 -0.757  0.04
8 C 1.182 0.537 -0.329  0.90
9 C -1.953 0.645 -0.015  -0.05
10 N 0.972 2.561 0.953  0.00
11 N 1.901 -0.643 0.091  -0.01
12 O 2.826 2.190 -0.327  0.08
13 O -0.788 0.487 0.667  0.80
14 H -1.532 -0.319 -1.907  0.00
15 H -2.077 -1.431 -0.639  0.00
16 H -3.229 -0.361 -1.437  0.00
17 H -2.760 1.169 1.951  0.00
18 H -2.878 -0.553 1.565  0.00
19 H -3.967 0.610 0.775  0.01
20 H -3.095 2.119 -1.109  0.00
21 H -2.091 2.804 0.169  0.00
22 H -1.349 2.245 -1.335  0.00
23 H 0.796 -1.974 -1.127  0.00
24 H 1.580 -2.720 0.275  0.00
25 H 0.138 -1.696 0.495  -0.01
26 H 2.777 -1.430 1.845  0.00
27 H 2.987 0.316 1.631  0.00
28 H 1.404 -0.328 2.108  -0.01
29 H 3.711 0.146 -0.677  0.00
30 H 3.702 -1.621 -0.434  0.01
31 H 2.832 -0.898 -1.800  0.00
32 H 0.833 0.497 -1.353  -0.01
33 H 0.076 2.153 1.202  0.00
34 H 1.239 3.484 1.259  0.00